Density functional theory data (wB97M-V/def2-TZVPD) for a 2-piece molecular cluster, C11H18 overall in a non-equilibrium geometry.

Output
spin multiplicity	2
calculated total energy	-429.5378	Eh
⟨S²⟩	0.767
ΔE to the lowest compared entry with this formula, charge and spin	2.169	eV
LUMO (alpha / beta)	-4.18 / -8.58	eV
HOMO energy (alpha / beta)	-13.81 / -13.80	eV
frontier orbital gap (alpha / beta)	9.63 / 5.23	eV
total charge	+1

Structure (XYZ):
```
29
Properties=species:S:1:pos:R:3:lowdin_charge:R:1
C -1.993 1.336 -0.534 -0.002
C -0.217 2.984 -0.130 -0.008
C -0.629 1.878 -0.806 -0.223
C 1.070 3.419 -0.073 0.005
C 0.171 1.152 -1.662 0.076
C 1.974 2.782 -0.947 0.065
C 1.521 1.652 -1.663 0.068
H -0.900 3.461 0.643 0.170
H 1.247 4.032 0.826 0.145
H -2.813 1.916 -1.096 0.150
H -2.200 1.209 0.544 0.111
H -0.210 0.358 -2.031 0.061
H 3.023 2.989 -0.956 0.133
H 2.376 1.215 -2.142 0.123
H -2.183 0.271 -0.849 0.096
C 0.021 -1.832 0.659 -0.530
C -0.773 -2.595 -0.456 -0.088
C -0.699 -1.841 1.973 -0.116
C 1.479 -2.278 0.715 -0.095
H -0.059 -0.796 0.393 0.074
H -0.878 -3.709 -0.106 0.113
H -0.403 -1.074 2.667 0.062
H -1.783 -1.656 1.982 0.075
H -0.620 -2.796 2.610 0.114
H 1.959 -1.799 1.638 0.092
H 1.583 -3.408 0.885 0.103
H 2.138 -2.008 -0.184 0.088
H -0.304 -2.610 -1.407 0.043
H -1.896 -2.254 -0.494 0.097
```